Entry 1:
5
Properties=species:S:1:pos:R:3 method="wB97M-V/def2-TZVPD" fmax_ev_per_a=0.1 orbital_gap_ev=8.1 charge=-2 e_above_lowest_kcal_mol=0.0 multiplicity=1 mol_weight_g_mol=385.01
Zn -0.01297 -0.00128 -0.00569
Br 2.21333 0.88096 0.66377
Br -1.62819 1.76303 -0.63980
Br 0.31629 -1.45094 -1.98951
Br -0.88847 -1.19177 1.97123

Entry 2:
8
Properties=species:S:1:pos:R:3 method="wB97M-V/def2-TZVPD" fmax_ev_per_a=2.4 orbital_gap_ev=8.2 e_above_lowest_kcal_mol=39.4 multiplicity=1 mol_weight_g_mol=456.70
Si -1.33527 -0.17767 1.34248
Si 2.73706 -0.34656 -2.36336
Br -3.42295 -0.46651 0.57378
Br -0.74294 1.75450 0.32072
Br 0.08499 -1.47736 0.35300
Br 0.53496 -0.03769 -2.66571
Br 3.07931 0.51727 -0.24961
H -0.93516 0.23402 2.68872

Entry 3:
8
Properties=species:S:1:pos:R:3 method="wB97M-V/def2-TZVPD" fmax_ev_per_a=1.6 orbital_gap_ev="6.6 / 6.4" e_above_lowest_kcal_mol=3.9 multiplicity=1 mol_weight_g_mol=535.60
Si 2.08310 -0.08708 0.10464
Si -2.07126 0.16250 0.06309
Br 2.63394 -2.20755 -0.55787
Br 3.12509 0.26617 2.06021
Br 2.65857 1.41672 -1.40216
Br -3.01791 0.99057 1.79043
Br -2.50322 1.34674 -1.72802
Br -2.90831 -1.88806 -0.33032

Entry 4:
8
Properties=species:S:1:pos:R:3 method="wB97M-V/def2-TZVPD" fmax_ev_per_a=2.4 orbital_gap_ev="7.4 / 7.4" charge=-1 e_above_lowest_kcal_mol=84.5 multiplicity=1 mol_weight_g_mol=193.38
N -1.24607 -0.59426 -1.77245
N -2.12699 0.14669 -1.41742
N -2.51173 0.96546 -0.60537
O -1.15396 -1.34080 -2.72282
F 0.62295 1.06081 0.77115
Cl -0.24151 -1.56821 -0.00084
Br -2.63757 0.51900 1.27528
H 0.31225 0.17032 0.54208

Entry 5:
5
Properties=species:S:1:pos:R:3 method="wB97M-V/def2-TZVPD" fmax_ev_per_a=1.4 orbital_gap_ev=10.0 smiles=OP(Cl)Br e_above_lowest_kcal_mol=0.7 multiplicity=1 mol_weight_g_mol=163.34
O -1.11892 0.08672 -0.32102
P 0.17970 -0.22567 0.62964
Cl 0.84211 -2.01480 -0.14777
Br 1.71327 1.22905 -0.00917
H -1.61615 0.92470 -0.15169

Entry 6:
3
Properties=species:S:1:pos:R:3 method="wB97M-V/def2-TZVPD" fmax_ev_per_a=2.0 orbital_gap_ev="6.7 / 5.7" e_above_lowest_kcal_mol=0.0 multiplicity=1 mol_weight_g_mol=147.42
S 1.85197 0.89922 0.00092
Cl 1.40439 -0.94658 0.00082
Br -3.25636 0.04736 -0.00173

Entry 7:
5
Properties=species:S:1:pos:R:3 method="wB97M-V/def2-TZVPD" fmax_ev_per_a=4.3 orbital_gap_ev="8.0 / 7.6" e_above_lowest_kcal_mol=82.5 multiplicity=1 mol_weight_g_mol=146.88
O 1.47682 -0.21491 0.45527
F -0.71130 1.41012 -0.51025
P -0.95942 0.42878 0.72424
Br -1.59976 -1.45438 -0.13072
H 1.79366 -0.16960 -0.53854

Entry 8:
17
Properties=species:S:1:pos:R:3 method="wB97M-V/def2-TZVPD" fmax_ev_per_a=10.3 orbital_gap_ev=8.0 e_above_lowest_kcal_mol=55.2 multiplicity=1 mol_weight_g_mol=176.92
Li -2.60500 -0.06929 -1.79218
Br -0.41300 0.26171 -0.19118
O -1.92900 1.26971 2.76282
H -1.53400 2.01271 3.25482
H -1.45900 1.06371 2.09582
O 1.19600 2.69571 1.26182
H 2.00300 2.43771 1.63782
H 0.88200 2.06371 0.75682
O 1.09500 1.61971 -3.00718
H 1.22800 0.89371 -3.58518
H 0.51900 1.19871 -2.31518
O 0.80400 -2.64329 -1.51618
H 0.51900 -2.19029 -0.84418
H 0.53500 -2.47429 -2.47218
O -0.62800 -2.77429 1.38282
H 0.07900 -3.49129 1.24982
H -0.29200 -1.87429 1.32082

What is the multiplicity in the sixth record? 1